Molecular formula: C18H28AgO10
Method: DFT, ωB97M-V with the def2-TZVPD basis set

Last column: Löwdin charge in e.
Positions of all 57 atoms, in Å:
Ag 9.26528 -9.23032 0.41421  0.8766
O 7.04758 -8.46780 0.64160  -0.0372
C 7.14080 -7.12123 1.13367  -0.1884
C 8.59795 -6.39760 1.07987  -0.2367
O 9.71802 -7.21751 1.38539  -0.1056
H 6.86732 -7.12502 2.18880  0.1266
H 6.32731 -6.62207 0.60720  0.1252
H 8.66389 -5.42627 1.57006  0.1270
H 8.69841 -6.03861 0.05559  0.0981
O 8.64956 -11.30579 1.29152  0.0206
C 7.98937 -12.07040 2.00579  -0.4344
O 8.52903 -13.19450 2.47228  0.0290
C 7.68908 -14.13738 3.05462  -0.1337
C 6.51696 -13.19769 3.40357  -0.1339
C 6.59550 -11.94191 2.49287  -0.0465
H 8.04092 -14.55998 3.99574  0.1355
H 7.36987 -14.82117 2.26809  0.1338
H 6.61587 -12.95632 4.46190  0.1114
H 5.50900 -13.61164 3.43090  0.1127
H 6.43918 -10.97294 2.96696  0.1316
H 6.03569 -11.94397 1.55760  0.1364
O 8.24638 -10.38858 -1.46979  0.0208
C 7.76083 -11.00831 -2.42750  -0.3702
O 7.33035 -12.31139 -2.25147  0.0121
C 6.82328 -12.89890 -3.48073  -0.1328
C 7.28658 -11.93532 -4.53460  -0.1777
C 7.72988 -10.62885 -3.91342  -0.0553
H 5.73869 -12.85873 -3.38008  0.1214
H 7.04251 -13.96123 -3.58795  0.1302
H 6.40137 -11.74375 -5.14107  0.1167
H 8.11099 -12.24519 -5.17681  0.1198
H 6.86432 -9.96720 -3.94714  0.1338
H 8.69273 -10.36260 -4.34946  0.1340
O 10.34063 -8.43788 -1.42145  0.0171
C 10.29306 -7.45503 -2.16864  -0.3950
O 9.43554 -7.31868 -3.22219  0.0257
C 9.62038 -6.06829 -3.95238  -0.1555
C 10.35748 -5.12848 -3.03227  -0.1280
C 11.11593 -6.15086 -2.09451  -0.0436
H 8.63310 -5.68969 -4.21704  0.1260
H 10.15191 -6.09703 -4.90357  0.1267
H 9.57217 -4.59576 -2.49600  0.1103
H 11.00211 -4.44132 -3.58033  0.1192
H 11.19851 -5.83972 -1.05313  0.1140
H 12.16217 -6.33228 -2.34059  0.1272
O 11.19218 -10.52939 0.76806  0.0168
C 11.89634 -11.34463 1.38773  -0.3582
O 11.39061 -12.45463 1.98114  0.0220
C 12.33353 -13.20070 2.65886  -0.1662
C 13.69216 -12.76168 1.97607  -0.1388
C 13.43122 -11.25779 1.72557  -0.0451
H 12.20789 -14.28333 2.64372  0.1308
H 12.45490 -12.91619 3.70405  0.1249
H 13.93961 -13.35655 1.09686  0.1134
H 14.51050 -12.90988 2.68066  0.1087
H 14.07124 -10.81948 0.95984  0.1211
H 13.56543 -10.70392 2.65471  0.1254

Summary:
Total charge: +1
Max |F|: 3.698 eV Å⁻¹
Multiplicity: 3
Lowest unoccupied orbital energy (alpha / beta): -0.0581 / -0.1723 Ha
HOMO-LUMO gap (alpha / beta): 10.59 / 7.24 eV